1.
Molecular formula: Cl2H3PSi
Method: DFT, wB97M-V/def2-TZVPD

Values from the calculation:
M	133.0	Da
SMILES	[H]/P=[SiH]/Cl.Cl
lowest unoccupied orbital energy	-0.49	eV
frontier orbital gap	0.305	hartree

Atoms and positions in Å:
1 Si 0.95 1.26 1.33
2 P -0.25 0.28 2.76
3 Cl -0.29 0.07 -2.04
4 Cl 2.99 0.48 1.44
5 H 1.04 2.33 0.26
6 H -1.55 0.55 -1.83
7 H -1.46 1.06 2.56

2.
Molecular formula: Cl2H3PSi
Method: DFT, wB97M-V/def2-TZVPD

Values from the calculation:
M	133.0	Da
lowest unoccupied orbital energy (alpha / beta)	-1.27 / -0.92	eV
frontier orbital gap (alpha / beta)	0.300 / 0.274	hartree

Atoms and positions in Å:
1 Si 0.68 0.03 -0.43
2 P -0.70 0.23 1.39
3 Cl 1.98 -1.51 -0.25
4 Cl 1.87 1.59 -0.44
5 H -0.57 -0.69 -2.61
6 H -1.72 -0.77 1.46
7 H -1.54 1.12 0.88

3.
Molecular formula: Cl2H3PSi
Method: DFT, wB97M-V/def2-TZVPD

Values from the calculation:
M	133.0	Da
lowest unoccupied orbital energy	-0.54	eV
frontier orbital gap	0.301	hartree

Atoms and positions in Å:
1 Si -0.91 0.13 -0.62
2 P 1.58 -1.00 0.65
3 Cl -1.93 1.35 0.54
4 Cl -2.18 -1.43 -0.92
5 H -0.28 1.12 -1.64
6 H 1.39 -0.32 1.90
7 H 2.31 0.14 0.08

Which of them is the most stable, and which is the least stable? 3 and 2, in that order.

1.
Molecular formula: Cl2H3PSi
Method: DFT, wB97M-V/def2-TZVPD

Values from the calculation:
M	133.0	Da
SMILES	[H]/P=[SiH]/Cl.Cl
lowest unoccupied orbital energy	-0.29	eV
frontier orbital gap	0.303	hartree

Atoms and positions in Å:
1 Si 0.32 -1.39 -1.34
2 P 0.05 0.10 0.11
3 Cl -0.38 1.89 2.74
4 Cl 1.56 -2.83 -0.68
5 H -0.13 -1.77 -2.77
6 H -0.64 3.15 2.44
7 H -0.79 0.85 -0.49

2.
Molecular formula: Cl2H3PSi
Method: DFT, wB97M-V/def2-TZVPD

Values from the calculation:
M	133.0	Da
lowest unoccupied orbital energy (alpha / beta)	-0.80 / -1.01	eV
frontier orbital gap (alpha / beta)	0.276 / 0.247	hartree

Atoms and positions in Å:
1 Si 1.33 0.03 -0.19
2 P -2.14 0.02 -0.32
3 Cl 1.93 -0.54 -1.96
4 Cl 2.06 -1.10 1.22
5 H 1.35 1.61 -0.21
6 H -2.10 0.79 0.81
7 H -2.42 -0.81 0.65

Which of them is the most stable, and which is the least stable? 1 and 2, in that order.